107
Properties=species:S:1:pos:R:3:forces:R:3 method="wB97M-V/def2-TZVPD" multiplicity=3 energy_ha=-4692.6050 gap_ha="0.18025 / 0.25287" lumo_energy_ha="-0.031 / -0.034" e_homo_ev="-5.738 / -7.806" relative_energy_kj_mol=285.78
Ti 0.481328 0.070386 0.741287 -2.10 -0.63 -0.62
O 1.316415 4.363997 -4.532921 0.00 -0.03 -0.02
C 1.001630 4.580973 -3.355254 -0.09 -0.22 0.18
O 0.527932 5.574498 -2.779792 0.01 0.04 -0.02
C 1.193421 3.354799 -2.401811 -0.07 0.35 -0.24
C 1.136641 3.519488 -1.033091 -0.13 0.02 0.58
C 1.249188 2.419950 -0.197471 0.17 -0.33 -1.02
N 1.328902 1.151263 -0.703073 1.48 1.68 -2.07
C 1.540074 1.012721 -2.038495 -0.15 0.38 0.44
C 1.463407 2.092744 -2.897140 -0.06 -0.14 -0.01
C 1.967836 -0.299726 -2.566803 0.08 -0.30 -0.21
C 2.855068 -0.337422 -3.644986 0.06 0.16 0.03
C 3.231489 -1.557815 -4.169499 -0.10 -0.10 0.03
C 2.700161 -2.710394 -3.611086 0.07 0.10 -0.10
C 1.851234 -2.571779 -2.529575 -0.02 -0.20 0.14
N 1.503591 -1.405485 -1.996608 -0.12 0.11 0.00
C 1.530334 2.481794 1.238225 0.51 -0.20 1.03
C 1.716330 3.658450 1.958448 -0.24 0.05 -0.37
C 2.197670 3.601259 3.250402 0.04 -0.28 0.13
C 2.499142 2.358366 3.801427 0.03 0.29 -0.03
C 2.268131 1.227664 3.050166 0.09 -0.23 -0.05
N 1.780907 1.265034 1.803397 0.78 1.45 0.49
H 1.016031 4.523027 -0.647722 0.00 0.03 -0.03
H 1.593826 1.983883 -3.965672 0.00 0.04 0.01
H 3.263785 0.581887 -4.041358 -0.04 -0.02 -0.03
H 3.917291 -1.614578 -5.004388 0.02 0.04 0.01
H 2.951096 -3.687385 -3.999267 -0.04 -0.03 0.03
H 1.431529 -3.456468 -2.061313 0.00 -0.03 0.07
H 1.487898 4.607579 1.494708 0.04 0.02 -0.01
H 2.351466 4.504963 3.823913 -0.02 0.04 -0.03
H 2.903809 2.275298 4.799711 -0.01 -0.06 0.00
H 2.481164 0.239258 3.435264 -0.13 -0.02 0.02
N -2.846355 2.326483 0.892145 0.16 0.17 0.14
C -2.363606 1.231038 1.526302 -0.23 -0.36 0.16
S -3.477050 0.041637 2.012306 0.01 -0.14 -0.23
N -1.041639 1.199075 1.688464 -0.08 0.83 0.01
N -0.483484 0.133439 2.378289 -0.74 -0.74 1.80
C -0.670498 0.001004 3.693248 -0.13 0.22 0.13
C -1.547384 0.954694 4.419335 0.06 0.06 0.18
C -2.645781 0.517077 5.157409 0.00 0.18 -0.01
C -3.348303 1.402347 5.958523 -0.02 -0.11 0.05
C -2.966006 2.734207 6.034013 -0.03 0.04 -0.04
C -1.912472 3.189351 5.255610 -0.03 0.05 0.01
C -1.215283 2.307449 4.443732 0.03 -0.10 0.12
C 0.072873 -0.974235 4.486368 0.15 0.02 -0.19
C -0.183829 -1.163625 5.860593 -0.04 0.02 0.02
C 0.597706 -2.033396 6.589270 0.03 0.03 -0.02
C 1.637566 -2.711514 5.964660 -0.01 0.00 0.01
C 1.825043 -2.473137 4.613719 0.08 -0.02 -0.07
N 1.084490 -1.642249 3.892094 -0.12 -0.01 -0.27
H -3.841015 2.460273 0.918487 -0.02 0.02 -0.03
H -2.253468 3.133242 0.780251 0.04 0.00 0.09
H -2.947782 -0.520141 5.090127 -0.01 0.01 0.02
H -4.194333 1.048370 6.533894 0.00 0.00 0.01
H -3.489234 3.411041 6.696899 -0.04 0.03 -0.05
H -1.619045 4.231220 5.290961 -0.01 0.01 0.00
H -0.386138 2.657587 3.844938 0.03 0.02 -0.01
H -0.980511 -0.622102 6.345207 0.07 -0.01 0.03
H 0.412768 -2.171648 7.646843 -0.04 0.01 0.00
H 2.285532 -3.383553 6.509034 0.00 -0.03 -0.03
H 2.636417 -2.958077 4.076168 -0.03 -0.04 0.01
N -1.472271 -2.712602 1.411806 -0.45 0.35 0.41
C -0.175935 -2.874502 1.154222 0.51 -0.29 0.03
N 0.688262 -1.924362 0.905553 0.23 -1.61 0.30
C 1.965798 -2.433791 0.733310 0.53 -0.53 0.10
C 3.121879 -1.674544 0.556542 -0.25 -0.10 0.00
C 4.316672 -2.322283 0.303425 -0.04 0.09 0.00
C 4.376975 -3.712960 0.241096 0.11 -0.04 0.01
C 3.251751 -4.482880 0.478872 0.00 -0.05 -0.01
C 2.057431 -3.831109 0.742564 -0.05 0.27 -0.01
S 0.489258 -4.506498 1.094955 -0.07 0.20 -0.05
H -1.857297 -1.796798 1.707772 0.19 -0.19 -0.19
H -1.981777 -3.507325 1.761773 -0.01 0.00 -0.08
H 3.055815 -0.593839 0.604392 0.18 0.01 -0.07
H 5.214546 -1.740806 0.141229 0.00 0.01 0.01
H 5.318625 -4.195344 0.016164 -0.01 -0.03 0.03
H 3.305710 -5.563025 0.450480 -0.01 -0.01 0.03
O -1.080485 -0.221254 -0.728541 -0.20 -0.03 -0.37
S -2.291146 -1.081236 -1.018444 -0.29 -0.38 -0.72
C -3.469617 -0.169356 -2.133534 0.19 0.03 0.34
C -2.983475 1.000972 -2.932743 0.13 0.02 -0.08
C -3.055788 0.987617 -4.322572 -0.10 0.03 0.07
C -2.636907 2.087005 -5.056619 -0.06 -0.01 -0.07
C -2.159120 3.219540 -4.413573 0.04 0.03 -0.02
C -2.113627 3.249942 -3.026891 -0.03 0.03 0.01
C -2.509661 2.142805 -2.292371 0.02 -0.05 -0.05
C -1.716783 -2.429469 -2.125818 -0.01 0.32 0.12
C -1.418433 -2.205226 -3.581832 -0.02 0.00 -0.02
C -1.664268 -3.248144 -4.473098 -0.02 0.04 0.03
C -1.295865 -3.140907 -5.805218 -0.03 -0.05 -0.01
C -0.679987 -1.985532 -6.263829 0.00 -0.05 -0.02
C -0.446371 -0.938899 -5.385412 0.07 0.05 0.00
C -0.815664 -1.046266 -4.053680 0.10 -0.10 0.01
H -4.227111 0.151128 -1.416188 -0.01 -0.04 0.02
H -3.896529 -0.942244 -2.774507 0.01 -0.07 0.05
H -3.446442 0.115279 -4.834012 0.05 -0.03 0.00
H -2.698197 2.058678 -6.137414 0.03 0.01 0.00
H -1.817726 4.075241 -4.980773 0.01 0.00 0.00
H -1.777752 4.148079 -2.523600 0.14 -0.01 -0.02
H -2.463431 2.159675 -1.212730 0.00 -0.02 -0.14
H -2.469590 -3.211423 -2.002233 0.00 0.00 0.04
H -0.805965 -2.751686 -1.616156 0.00 -0.05 0.14
H -2.133548 -4.157816 -4.115152 -0.01 0.00 -0.01
H -1.486614 -3.964363 -6.481568 -0.01 0.01 -0.01
H -0.387131 -1.906755 -7.302816 0.00 0.03 0.01
H 0.029267 -0.031065 -5.735149 -0.03 0.03 0.00
H -0.635354 -0.225751 -3.376241 0.03 0.08 0.05

183
Properties=species:S:1:pos:R:3:forces:R:3 method="wB97M-V/def2-TZVPD" multiplicity=1 energy_ha=-3782.9699 gap_ha=0.31625 charge=+2 lumo_energy_ha=-0.110 e_homo_ev=-11.600
C 14.779520 -15.417769 -17.073858 1.78 1.69 -0.26
C 13.593664 -16.318123 -16.987969 -0.12 -0.22 0.19
C 12.284358 -15.640261 -16.497845 0.86 -0.28 -0.55
C 12.185651 -14.327120 -17.292653 -1.56 -0.33 -0.78
N 10.789975 -13.700111 -17.195931 -0.66 -1.08 -1.60
C 10.669505 -12.557602 -18.242896 -0.21 -1.41 -0.73
C 9.161008 -12.397360 -18.522410 0.05 -1.40 1.43
C 8.503135 -13.772949 -18.092532 0.22 -0.62 -0.26
C 9.629082 -14.703767 -17.577700 0.51 2.26 -0.98
C 10.593893 -13.160597 -15.860974 -0.83 -0.20 2.73
C 10.405849 -14.147192 -14.590693 1.78 0.79 -1.02
C 9.743360 -13.395943 -13.452374 -0.97 -1.12 -0.23
H 15.070791 -15.089144 -16.040656 -0.05 0.04 -0.97
H 14.652679 -14.507189 -17.751787 -0.02 -1.03 1.04
H 15.666974 -15.924836 -17.536935 -0.78 0.18 0.62
H 13.925690 -17.141804 -16.347999 -0.58 -0.09 0.02
H 13.447924 -16.712364 -17.979295 -0.49 -0.41 -0.34
H 12.328975 -15.409915 -15.425452 0.10 -0.49 -0.53
H 11.452877 -16.357867 -16.741008 0.60 0.95 0.31
H 12.374385 -14.526172 -18.375239 -0.23 0.19 0.91
H 12.791402 -13.487073 -16.973930 0.63 -0.34 0.23
H 11.243224 -11.696112 -17.911844 -0.33 0.12 0.34
H 11.161581 -12.899798 -19.163282 -0.01 -0.25 0.38
H 8.814145 -11.664323 -17.824691 -0.59 0.77 -0.04
H 8.897668 -12.169012 -19.548192 0.30 0.29 0.00
H 7.764494 -13.719212 -17.286872 0.15 0.70 -0.33
H 7.971924 -14.277441 -18.929450 0.53 0.34 0.37
H 9.321115 -15.285875 -16.750436 -0.02 -0.35 1.00
H 9.983142 -15.369203 -18.335631 0.38 -0.29 -0.57
H 9.689219 -12.558714 -15.777722 -0.08 0.14 -0.77
H 11.437068 -12.491000 -15.652727 -0.14 -0.14 0.04
H 11.458582 -14.443664 -14.302843 -1.51 0.19 0.09
H 9.806021 -15.050123 -14.753513 0.35 0.22 -0.49
H 9.630343 -14.153849 -12.693048 0.15 -0.04 0.73
H 8.684880 -13.144286 -13.662612 0.67 0.39 -0.20
H 10.325221 -12.591067 -13.060784 0.16 0.71 0.16
C -0.899279 -15.668991 -14.413694 -0.52 -0.77 -2.30
C 0.420233 -15.745393 -13.721533 -0.79 -0.55 1.43
C 1.017119 -17.112207 -13.877765 0.04 -1.08 -0.21
C 1.720994 -17.189019 -15.230425 2.48 -0.63 -0.86
N 1.632475 -18.520158 -16.020741 0.34 1.00 0.13
C 2.165036 -19.659131 -15.212481 -0.51 -0.89 0.46
C 2.419122 -20.861088 -16.180419 -0.67 0.74 -0.35
C 2.769730 -20.084300 -17.487152 0.42 -0.82 -0.45
C 2.454565 -18.602377 -17.326426 -1.49 0.87 -0.08
C 0.212736 -18.653781 -16.368797 -0.11 -3.60 0.71
H -1.511568 -16.592033 -14.271388 0.20 0.88 0.16
H -0.746588 -15.583103 -15.531629 -0.17 -0.20 0.89
H -1.422881 -14.773465 -14.153986 -0.60 0.37 0.34
H 0.197533 -15.621574 -12.639225 0.71 0.56 -0.60
H 1.053211 -15.026780 -14.190512 0.75 0.97 0.49
H 0.163036 -17.789323 -13.736925 0.35 -0.24 -0.39
H 1.719039 -17.390178 -13.086302 0.04 0.28 -0.11
H 2.830648 -16.994989 -15.101506 -1.12 -0.28 -0.10
H 1.432135 -16.450314 -15.973560 -0.46 0.13 0.11
H 1.422695 -19.884371 -14.459385 -0.19 -0.16 0.26
H 3.014307 -19.253207 -14.670949 0.48 -0.28 -0.31
H 1.458238 -21.418002 -16.385058 1.00 0.50 0.63
H 3.204698 -21.610348 -15.884758 -0.82 1.06 -0.04
H 2.185359 -20.523039 -18.327447 0.76 0.33 0.40
H 3.852246 -20.162792 -17.652626 -0.35 -0.15 -0.36
H 1.719103 -18.262944 -18.132123 1.41 0.04 1.01
H 3.338507 -17.950722 -17.201064 -0.50 -0.19 -0.11
H -0.275459 -19.077291 -15.466374 -0.31 0.98 -0.61
H 0.139279 -19.467464 -17.093327 0.01 -0.10 -0.05
H -0.212148 -17.833032 -16.871373 -0.28 1.38 0.04
C 8.794183 -21.742091 -22.224934 -2.23 -0.14 1.24
C 8.453824 -20.339561 -22.654829 0.08 1.22 0.94
C 9.073978 -19.897258 -23.975161 -1.03 -1.39 -0.01
C 10.296563 -19.136587 -23.865599 2.52 1.07 -0.85
N 10.863416 -18.860294 -25.300475 0.00 1.67 -0.70
C 12.084041 -17.933238 -25.228237 -2.23 0.81 -0.80
C 12.179023 -17.221712 -26.616683 -0.87 -0.59 0.31
C 10.703388 -17.268102 -27.218211 1.03 -2.12 1.38
C 9.852875 -18.069685 -26.147773 0.18 0.29 -0.19
C 11.313392 -20.058232 -26.084708 -2.57 0.53 1.98
H 8.648980 -21.779479 -21.150398 -0.58 -0.15 0.35
H 9.762972 -22.108605 -22.241437 2.23 -0.34 -0.99
H 8.090964 -22.468540 -22.657477 0.46 0.09 -0.03
H 8.693615 -19.597475 -21.823358 -0.33 -0.74 -1.08
H 7.365948 -20.313316 -22.802655 0.25 0.16 0.27
H 8.350542 -19.271341 -24.486647 -0.27 -0.53 -0.56
H 9.412141 -20.859015 -24.451290 -1.14 0.90 -0.35
H 11.046193 -19.791856 -23.460384 0.66 0.01 0.67
H 10.301080 -18.156657 -23.335271 -0.35 -0.74 -0.44
H 12.839256 -18.542951 -24.814534 1.36 -0.32 0.04
H 11.786067 -17.188411 -24.511613 0.17 0.32 0.48
H 12.886735 -17.696541 -27.301768 -0.05 0.21 0.21
H 12.423853 -16.171081 -26.473229 0.42 -0.21 0.05
H 10.757354 -17.797096 -28.177811 -0.38 0.27 0.25
H 10.344962 -16.278670 -27.334039 -0.56 0.77 -0.26
H 9.087469 -18.757054 -26.545266 0.65 0.16 -0.11
H 9.283530 -17.420299 -25.461504 0.57 0.02 -0.18
H 11.822617 -19.759757 -26.932320 0.49 0.64 -1.99
H 10.404888 -20.625067 -26.204522 0.15 -0.53 -0.75
H 11.990634 -20.564809 -25.487648 1.27 -1.26 1.26
C 0.077106 -11.421502 -18.778510 -0.09 1.48 -0.97
N 1.455383 -11.680210 -18.286480 0.52 1.01 0.16
C 2.365665 -11.725328 -19.449217 -0.03 0.59 -1.05
C 1.994664 -10.579984 -17.319068 -0.80 -0.82 -2.59
C 1.415359 -13.027684 -17.608469 1.33 0.39 -0.15
C 2.608619 -13.369834 -16.702370 -1.89 0.28 0.74
O 3.747675 -13.546623 -17.467296 0.05 -0.70 0.94
H -0.619156 -11.234873 -17.987365 -0.18 -0.10 0.72
H -0.285732 -12.202773 -19.432412 0.25 -0.29 0.41
H 0.071371 -10.521530 -19.416292 0.26 -0.15 0.37
H 2.145603 -12.661024 -19.950336 -0.11 0.21 -0.55
H 3.341432 -11.873828 -19.029723 0.71 0.37 -0.10
H 2.246058 -10.794901 -20.129792 0.25 -1.63 1.29
H 2.194981 -9.709637 -17.972719 -0.06 -0.37 0.73
H 2.857320 -11.010205 -16.857995 0.60 0.24 0.07
H 1.219847 -10.421997 -16.621076 -0.73 0.50 0.91
H 1.389257 -13.776102 -18.404255 -0.25 -0.11 0.14
H 0.518071 -12.894835 -17.076904 -1.21 -0.76 1.10
H 2.185120 -14.270302 -16.156876 1.00 0.42 -0.61
H 2.675689 -12.599439 -15.872978 0.36 -0.74 -0.74
H 4.060824 -14.513690 -17.282419 0.26 0.19 -0.65
C 3.688807 -17.548393 -19.786088 2.15 -0.83 -0.45
N 4.482560 -16.642541 -20.740732 -1.15 -1.20 -0.16
C 3.788537 -16.763442 -22.036728 -0.09 0.76 -1.55
C 4.369127 -15.211305 -20.339962 -0.95 0.23 -0.70
C 5.897769 -17.063450 -20.836941 1.24 1.47 0.59
C 6.741960 -16.197657 -21.827635 -1.27 -0.64 -0.14
O 7.977423 -16.780818 -21.968358 0.72 -0.07 0.14
H 3.817378 -18.571101 -20.232859 -0.32 0.79 0.49
H 2.659498 -17.207742 -19.719607 0.12 0.22 -0.10
H 4.234819 -17.466239 -18.834705 -0.44 -0.03 -0.26
H 4.214230 -15.975938 -22.654057 0.01 -0.16 -0.38
H 2.752138 -16.453464 -21.909434 -0.06 -0.44 0.23
H 3.886023 -17.716555 -22.604165 0.05 0.41 1.03
H 4.950927 -15.079335 -19.448855 0.35 0.34 0.29
H 3.301890 -15.078359 -20.107444 0.39 0.17 0.09
H 4.613205 -14.582035 -21.227272 0.24 -0.39 0.92
H 6.018276 -18.117965 -21.029827 -0.31 -0.32 -0.41
H 6.382610 -16.867235 -19.874593 -0.42 -0.24 0.20
H 6.794353 -15.139463 -21.431612 -0.18 -0.88 -0.73
H 6.235543 -16.322375 -22.809156 0.33 0.92 0.35
H 8.447797 -16.775769 -21.053763 0.41 -0.26 -0.28
C 0.327038 -15.649310 -19.595231 -0.05 0.62 -0.11
O -0.222874 -16.990216 -19.617323 -0.04 -0.16 0.06
O 1.630907 -15.602317 -19.486249 -0.34 -0.27 0.61
C -0.004305 -14.846300 -20.902322 -1.17 -0.80 -0.40
F 0.238035 -13.519708 -20.726990 -0.28 -0.23 0.01
F 0.751498 -15.173275 -21.960969 -0.24 -0.37 0.13
F -1.321928 -14.962850 -21.285245 0.95 0.30 0.14
C -1.586055 -17.162233 -19.147385 0.52 -0.10 -1.73
C -2.080647 -18.530564 -19.658144 -0.67 0.13 0.01
H -3.197358 -18.666394 -19.631627 1.02 0.54 -0.08
H -1.719086 -18.722034 -20.684157 -0.27 0.40 0.42
H -1.710964 -19.344686 -19.063891 0.44 -0.42 0.45
H -2.186544 -16.393269 -19.599639 -0.42 0.37 -0.23
H -1.640590 -16.980810 -18.085137 -0.03 -0.34 0.64
H -0.231490 -15.117543 -18.778165 -0.14 0.04 -0.12
C 10.419458 -17.607881 -19.927677 -0.32 -0.83 0.52
O 10.989069 -17.886396 -18.615732 -0.11 -1.41 0.41
O 9.267487 -16.936787 -19.801807 1.08 -0.23 -0.52
C 11.596978 -16.863424 -20.633410 -0.96 0.54 1.90
F 12.808460 -17.378010 -20.325161 -0.31 0.05 -0.87
F 11.489506 -16.696832 -21.951622 0.19 -0.50 -0.64
F 11.550217 -15.627421 -20.113296 0.73 1.07 0.00
C 11.189480 -19.335575 -18.362266 -0.69 1.49 -0.67
C 11.493284 -19.615311 -16.926869 -0.97 -1.08 0.32
H 10.602721 -19.404223 -16.359299 -0.26 0.59 0.53
H 11.639798 -20.689251 -16.691849 0.19 0.41 -0.66
H 12.336245 -19.088021 -16.546907 0.60 0.57 0.22
H 11.970115 -19.653201 -19.000246 1.14 -0.40 -0.72
H 10.294452 -19.850948 -18.717586 -0.22 -0.06 0.27
H 10.372864 -18.587112 -20.461751 -0.31 0.02 0.01
C 5.810827 -16.169363 -16.896999 -1.41 -2.14 1.56
O 5.956369 -17.625440 -16.735409 1.56 -0.16 0.35
O 4.577391 -16.017234 -17.332013 -0.31 1.72 0.23
C 6.142060 -15.436109 -15.507448 -3.04 -1.23 -2.89
F 7.194155 -15.923688 -14.961620 2.35 -0.64 1.45
F 6.296754 -14.145554 -15.750444 0.75 1.57 -0.12
F 5.113374 -15.493557 -14.661842 -0.47 -0.47 0.83
C 7.078064 -18.307218 -17.405103 -1.50 1.31 -0.68
C 7.114311 -19.714777 -16.838360 -1.14 1.34 0.19
H 6.188950 -20.131150 -17.260952 0.29 -0.44 0.53
H 7.939716 -20.195536 -17.265753 1.27 -1.12 -0.42
H 7.102041 -19.771207 -15.743572 0.14 0.08 -0.31
H 7.962226 -17.650374 -17.584833 -0.10 -0.66 1.12
H 6.764645 -18.456711 -18.455255 0.01 0.08 0.08
H 6.610865 -15.894504 -17.520881 1.45 0.85 -1.42

13
Properties=species:S:1:pos:R:3:forces:R:3 method="wB97M-V/def2-TZVPD" smiles="[H]/N=C1/C[C@@H]1C=C=N" multiplicity=1 energy_ha=-303.4894 gap_ha=0.33031 lumo_energy_ha=0.029 e_homo_ev=-8.209 relative_energy_kj_mol=385.14
H -1.386126 1.706533 -1.358901 0.22 -0.40 -0.01
N -1.611294 1.573389 -0.375813 -0.69 1.36 1.03
C -1.241178 0.494696 0.117063 0.30 -1.32 -0.99
C -1.090998 -0.591054 1.121558 0.07 2.26 1.11
C -0.603319 -0.765680 -0.263668 2.46 0.16 -1.36
C 0.919669 -0.762080 -0.541833 -2.64 0.05 -0.27
C 1.745663 0.127451 -0.092505 -0.01 0.36 0.65
N 2.556106 0.804691 0.494413 1.98 0.40 -0.39
H -1.976831 -1.127729 1.248875 -1.26 -0.74 0.99
H -0.443249 -0.374142 1.981438 -0.19 -0.49 -0.42
H -1.265583 -1.388494 -0.845085 0.49 -0.40 -0.36
H 1.295554 -1.190455 -1.428141 0.35 -1.33 -0.68
H 3.101592 1.492878 -0.057403 -1.07 0.10 0.69